# 1
Computed, not measured: one molecule with the formula C3H5BrS at a distorted geometry, with ωB97M-V with the def2-TZVPD basis set.

Calculated values
- SMILES: C=C(Br)CS
- HOMO level: -9.5 eV
- DFT total energy: -3089.4553 Eh
- Gap between HOMO and LUMO: 9.97 eV

Each line ends with the Mulliken charge.
Positions of all 10 atoms, in Å:
C (-0.857, -0.358, 1.107)  -0.56
C (0.377, 0.115, 0.891)  0.55
Br (0.978, 1.734, 1.898)  -0.23
C (1.586, -0.328, 0.148)  -0.85
S (0.989, -1.542, -1.390)  -0.18
H (-1.579, 0.106, 1.782)  0.29
H (-1.034, -1.235, 0.497)  0.12
H (2.047, 0.536, -0.297)  0.42
H (2.248, -0.986, 0.630)  0.35
H (0.481, -2.357, -0.519)  0.09

Atomic forces in eV per Å
C 1.8 0.4 -0.7
C -0.2 1.0 1.8
Br -0.5 -0.7 -0.3
C -2.6 -1.1 -3.0
S 1.2 2.2 0.9
H 0.3 -0.3 -0.4
H -0.7 0.0 0.3
H 0.4 0.0 -0.3
H 0.8 -0.4 1.0
H -0.5 -1.0 0.7



# 2
Computed, not measured: a 2-piece molecular cluster, C3H5Cl overall at a distorted geometry, with ωB97M-V with the def2-TZVPD basis set.

Calculated values
- HOMO level: -9.5 eV
- DFT total energy: -577.3809 Eh
- Gap between HOMO and LUMO: 10.51 eV

Each line ends with the Mulliken charge.
Positions of all 9 atoms, in Å:
C (0.739, -0.249, 0.021)  -0.08
C (1.795, 0.516, -0.208)  -0.14
C (-0.691, 0.068, 0.052)  -1.02
Cl (3.434, -0.037, 0.013)  -0.18
H (1.319, -1.757, 0.405)  0.13
H (1.539, 1.515, -0.399)  0.37
H (-1.179, -0.237, 0.966)  0.29
H (-0.742, 1.107, 0.083)  0.34
H (-1.278, -0.412, -0.691)  0.29

Atomic forces in eV per Å
C 3.0 -5.0 1.1
C -0.9 -1.7 0.8
C 0.4 -1.1 1.0
Cl -0.6 0.6 -0.3
H -2.0 4.0 -1.1
H 0.7 1.6 -0.4
H 0.2 -0.3 0.6
H -0.6 2.0 -0.6
H -0.3 -0.1 -1.2



# 3
Computed, not measured: one molecule with the formula C3H5Cl at a distorted geometry, with ωB97M-V with the def2-TZVPD basis set.

Calculated values
- SMILES: C/C=C/Cl
- HOMO level: -9.2 eV
- DFT total energy: -577.4519 Eh
- Gap between HOMO and LUMO: 10.42 eV

Each line ends with the Mulliken charge.
Positions of all 9 atoms, in Å:
C (-0.664, 0.648, 0.769)  -1.05
C (0.202, -0.586, 0.272)  -0.01
C (0.667, -0.460, -1.027)  -0.33
Cl (1.688, -1.596, -1.839)  -0.17
H (-0.257, 1.440, 0.156)  0.28
H (-1.638, 0.516, 0.412)  0.29
H (-0.662, 0.895, 1.796)  0.35
H (0.227, -1.375, 0.946)  0.38
H (0.436, 0.518, -1.484)  0.27

Atomic forces in eV per Å
C 2.3 -1.3 -2.2
C -0.7 3.1 -2.9
C -0.9 0.1 3.5
Cl -0.4 0.3 0.0
H -0.1 0.8 0.4
H -1.7 -0.3 -0.2
H 0.3 0.0 1.1
H 0.6 -1.7 0.6
H 0.5 -0.9 -0.4